{
  "formula": "C5H11Cl3NO",
  "method": "ωB97M-V with the def2-TZVPD basis set",
  "total_charge": 1,
  "e_homo_ha": [-0.4758, -0.4182],
  "species": ["C", "C", "C", "C", "C", "N", "O", "Cl", "Cl", "Cl", "H", "H", "H", "H", "H", "H", "H", "H", "H", "H", "H"],
  "xyz": [[-0.613, -1.555, -1.200], [1.105, -1.210, 0.610], [0.452, 0.683, -0.776], [-0.999, -0.291, 0.784], [-3.579, 0.489, -0.288], [0.035, -0.613, -0.097], [-3.208, 1.789, -0.210], [-1.636, -1.612, 1.796], [-3.879, -0.042, -1.917], [-4.319, -0.206, 1.053], [-1.548, -1.023, -1.549], [0.070, -1.832, -2.025], [-0.960, -2.421, -0.697], [1.254, -0.554, 1.421], [0.833, -2.129, 1.007], [2.075, -1.380, 0.118], [0.993, 0.533, -1.745], [-0.516, 1.216, -0.948], [0.995, 1.168, 0.083], [-0.761, 0.567, 1.374], [-2.949, 2.018, 0.718]]
}

***

{
  "formula": "C5H11ClCoHfNSe",
  "method": "ωB97M-V with the def2-TZVPD basis set",
  "multiplicity": 5,
  "total_charge": 0,
  "s2": 6.0762,
  "e_homo_ha": [-0.2417, -0.2830],
  "species": ["Co", "Cl", "C", "C", "H", "H", "H", "H", "H", "H", "Hf", "C", "C", "H", "H", "H", "H", "H", "Se", "C", "N"],
  "xyz": [[-0.385, -0.213, -2.782], [-2.004, 0.263, -1.223], [-0.901, -2.059, -3.268], [-0.631, 1.459, -3.841], [-0.679, -2.187, -4.340], [-0.320, -2.793, -2.687], [-1.978, -2.225, -3.095], [-0.401, 1.214, -4.890], [0.055, 2.248, -3.491], [-1.671, 1.819, -3.767], [0.022, -0.095, 0.055], [0.476, 1.723, 1.239], [1.253, -0.091, -1.691], [1.432, 2.094, 0.917], [-0.375, 2.388, 1.241], [0.610, 1.390, 2.278], [1.831, 0.793, -1.926], [1.679, -1.088, -1.628], [0.312, -0.661, 4.999], [0.194, -0.498, 3.334], [0.081, -0.529, 2.140]]
}